{"formula": "C4H3OP", "method": "ωB97M-V/def2-TZVPD", "total_charge": 0, "orbital_gap_ev": [7.6, 7.6], "homo_ev": [-9.182, -9.182], "total_energy_ha": -570.72316, "lumo_ev": [-1.63, -1.63], "max_force_ha_per_bohr": 0.0998, "symbols": ["C", "C", "C", "C", "O", "P", "H", "H", "H"], "xyz": [[-0.72089, 0.03995, -0.64650], [0.21340, -0.90434, -0.41499], [-0.74407, 1.06697, 0.38045], [1.14784, -0.46477, 0.59475], [2.36289, -0.84274, 0.73175], [0.40152, 0.94030, 1.55639], [-1.55284, 0.18936, -1.40077], [0.32481, -1.83636, -1.11691], [-1.43266, 1.81163, 0.31582]], "forces_ev_per_angstrom": [[-1.1205, -0.1202, -0.2948], [-0.8576, -2.0889, -3.7965], [1.6318, -1.0838, 0.3365], [4.7311, -1.6841, 1.0572], [-4.6018, 1.2586, -0.4851], [0.5871, 0.8129, 0.9757], [1.4348, -1.0843, 0.5453], [0.1354, 1.9511, 1.6528], [-1.9404, 2.0388, 0.0091]], "nbo_charge": [-0.155, -0.314, -0.621, 0.248, -0.473, 0.621, 0.232, 0.243, 0.220]}

{"formula": "C4H3OPS", "method": "ωB97M-V/def2-TZVPD", "total_charge": 0, "orbital_gap_ev": [5.5, 5.5], "homo_ev": [-8.500, -8.490], "total_energy_ha": -968.80427, "lumo_ev": [-3.01, -3.03], "max_force_ha_per_bohr": 0.0883, "symbols": ["C", "C", "C", "C", "O", "P", "S", "H", "H", "H"], "xyz": [[-1.18116, -2.09336, 0.02091], [-1.57893, -0.77399, -0.13923], [0.01086, -2.79393, 0.20420], [-2.90896, -0.63676, 0.08208], [-5.54554, 0.02419, -0.05869], [-4.15401, 0.49973, -0.02535], [1.59712, -2.41523, 0.19049], [-2.13613, -2.64566, 0.29652], [-0.98715, 0.01006, -0.33033], [-0.13700, -3.86784, 0.64193]], "forces_ev_per_angstrom": [[-3.3740, 0.8051, 0.5587], [0.0641, -4.4242, 1.0189], [1.5732, -2.8224, 1.4460], [-1.2136, 2.1663, -0.5350], [-0.4722, 0.6576, -0.0495], [0.1756, -1.6513, 0.1959], [-0.3101, 0.6780, -0.4541], [1.5238, -0.1885, -0.3031], [2.3078, 2.9108, -0.7888], [-0.2746, 1.8686, -1.0888]], "nbo_charge": [-0.310, -0.233, -0.318, -0.275, -0.965, 1.413, 0.013, 0.204, 0.257, 0.213]}

{"formula": "C4H4", "method": "ωB97M-V/def2-TZVPD", "total_charge": 0, "orbital_gap_ev": 9.4, "homo_ev": -8.958, "total_energy_ha": -154.68236, "lumo_ev": 0.46, "max_force_ha_per_bohr": 0.1375, "symbols": ["C", "C", "C", "C", "H", "H", "H", "H"], "xyz": [[0.27908, -1.87790, -0.70249], [-0.08307, -0.81473, -0.29341], [0.33526, 1.43938, 0.50592], [-0.65109, 0.36468, 0.29080], [0.49501, -2.83221, -1.11522], [-0.00975, 2.37519, 0.76921], [1.39914, 1.09646, 0.38744], [-1.76458, 0.24913, 0.15775]], "forces_ev_per_angstrom": [[0.0285, -0.6116, -0.4451], [-0.2853, 0.0232, 0.9008], [-3.1318, -6.2385, -1.1393], [3.5140, 2.7113, -1.0696], [0.2146, 0.0078, 0.0018], [-0.1826, 1.9068, 0.6512], [-1.2996, 0.8530, 0.1990], [1.1421, 1.3480, 0.9012]], "nbo_charge": [-0.241, -0.045, -0.333, -0.283, 0.236, 0.197, 0.222, 0.247]}

{"formula": "C4H4", "method": "ωB97M-V/def2-TZVPD", "total_charge": 0, "orbital_gap_ev": 10.1, "homo_ev": -9.103, "total_energy_ha": -154.61944, "lumo_ev": 0.96, "max_force_ha_per_bohr": 0.0521, "symbols": ["C", "C", "C", "C", "H", "H", "H", "H"], "xyz": [[1.43889, 0.29306, -0.23668], [1.32441, -0.93560, 0.24437], [-0.72828, -0.62575, -0.12425], [0.08546, 0.40435, 0.22374], [2.07637, 1.14558, -0.23855], [-0.50597, -1.21045, -1.06900], [-1.52507, -0.86006, 0.48560], [0.02558, 1.23468, 1.04161]], "forces_ev_per_angstrom": [[-0.3066, -0.0287, 0.2793], [0.7298, -0.3462, -0.0279], [1.9030, -0.2246, -1.8711], [0.1895, 2.4660, 0.8565], [0.8309, -0.1114, -0.4603], [-0.5822, 0.9371, 1.4161], [-1.8396, -0.7158, 0.9669], [-0.9247, -1.9766, -1.1596]], "nbo_charge": [-0.448, 0.053, -0.335, -0.191, 0.249, 0.245, 0.206, 0.221]}